1.
# C30H41N4O4P

A cluster of 2 separate species, C30H41N4O4P in total in a non-equilibrium geometry (the ωB97M-V functional and the def2-TZVPD basis, the Open Molecules 2025 dataset).

## Properties
HOMO-LUMO gap, eV: 3.60
E_HOMO, eV: -5.91
Electronic energy, eV: -55213.50714
Charge: 0

Positions of all 80 atoms, in Å:
C  5.213  6.507  0.165
H  -5.073  -4.265  2.355
C  1.740  3.707  1.314
H  -0.968  0.168  -0.869
H  5.209  4.522  1.048
H  -0.326  2.755  4.032
H  -1.752  -5.664  -4.787
N  -3.380  -5.172  1.508
H  -0.117  -6.248  -4.445
H  -2.301  -6.712  2.482
H  -5.225  -6.002  1.971
N  2.211  3.148  3.530
C  -4.537  -0.358  -4.182
N  1.149  2.417  1.682
C  0.281  -0.858  -2.983
C  2.720  3.247  4.878
C  1.457  1.989  3.063
H  -0.586  -1.684  2.461
C  2.759  5.777  -0.954
H  -5.539  -0.789  -4.186
C  -0.753  -0.315  0.093
C  -2.772  -3.953  1.174
H  4.933  8.402  -0.832
C  2.819  3.554  0.233
H  3.293  0.940  2.591
O  -2.230  -0.921  -3.732
C  -1.389  -1.562  0.431
H  -4.433  0.276  -3.298
C  -0.025  0.425  1.018
H  0.491  1.433  4.916
C  4.683  5.242  0.417
H  0.430  2.102  -0.251
O  -1.029  -3.082  -3.826
O  2.729  5.315  2.921
H  0.959  4.422  0.980
H  -3.363  -1.836  -5.244
H  0.774  -4.069  -4.120
H  2.553  0.496  4.160
C  -0.265  -4.121  -4.477
C  -2.629  -6.413  1.474
H  -4.291  -5.495  3.394
H  2.335  3.112  -0.652
H  -0.270  -3.931  -5.560
C  -1.251  -2.139  1.728
C  -1.947  -3.277  2.098
H  0.003  -1.061  -1.953
C  -0.857  -5.486  -4.183
H  -1.841  -3.686  3.103
H  -1.131  -5.604  -3.130
C  3.303  7.038  -1.216
H  1.898  3.303  5.602
H  -0.492  1.075  3.479
H  3.329  4.149  4.964
H  1.864  -0.119  2.640
H  -3.282  -7.200  1.079
H  1.798  5.478  -1.385
C  2.300  4.194  2.653
C  0.197  1.796  3.923
H  2.768  7.725  -1.865
N  2.631  0.150  -3.205
C  4.526  7.408  -0.653
H  -4.455  0.275  -5.071
H  -3.584  -3.905  -0.825
H  -2.313  -1.870  -1.516
H  -1.752  -6.313  0.825
H  -3.791  -2.304  -3.576
C  -2.225  -2.254  -0.492
H  6.165  6.782  0.612
C  -3.495  -1.457  -4.217
H  0.083  0.028  2.026
H  3.334  2.370  5.111
C  2.347  0.740  3.111
C  -2.919  -3.391  -0.124
C  3.444  4.884  -0.126
C  -4.552  -5.229  2.359
H  3.587  2.855  0.616
O  -0.440  -1.302  -5.649
C  0.522  1.670  0.756
P  -0.796  -1.522  -4.230
C  1.535  -0.308  -3.165

Atom charges from the Löwdin analysis, given in e for atoms 1 to 4: atom 1 (C): -0.07, atom 2 (H): 0.09, atom 3 (C): -0.15, atom 4 (H): 0.12

2.
# C4H11S

A cluster of 2 separate species, C4H11S in total in a non-equilibrium geometry (the ωB97M-V functional and the def2-TZVPD basis, the Open Molecules 2025 dataset).

## Properties
HOMO-LUMO gap, eV: 5.09
E_HOMO, eV: -2.05
Electronic energy, eV: -15160.90291
Relative energy (zero: lowest compared OMol25 entry of this formula, charge and spin), kcal/mol: 43.8
Charge: -1

Positions of all 16 atoms, in Å:
H  -0.303  1.846  2.385
H  2.032  -0.098  1.460
C  0.932  0.135  1.671
H  2.086  2.206  0.558
H  0.767  -0.585  2.538
H  1.262  3.709  1.023
C  1.050  2.538  0.837
H  0.503  2.502  -0.110
H  -1.882  -2.026  -3.348
H  0.114  -0.129  0.915
C  -2.233  -3.081  -3.316
S  -0.888  -4.343  -2.643
H  -3.049  -3.113  -2.563
H  1.391  1.887  2.894
C  0.725  1.731  2.049
H  -2.507  -3.179  -4.350

Atom charges from the Löwdin analysis, given in e for atoms 1 to 4: atom 1 (H): 0.08, atom 2 (H): 0.07, atom 3 (C): -0.12, atom 4 (H): 0.07

3.
# C23H19N3O3

The molecule C23H19N3O3 (the ωB97M-V functional and the def2-TZVPD basis, the Open Molecules 2025 dataset).

## Properties
HOMO-LUMO gap, eV: 8.23
E_HOMO, eV: -8.06
Electronic energy, eV: -34773.00791
Relative energy (zero: lowest compared OMol25 entry of this formula, charge and spin), kcal/mol: 25.4
Structure (SMILES): COc1ccc2[nH]c(=O)c(CN(C(=O)c3ccccn3)c3ccccc3)cc2c1
Charge: 0

Positions of all 48 atoms, in Å:
H  5.408  1.491  2.265
C  -4.402  1.236  -0.147
C  -0.996  0.180  0.967
C  -2.770  2.859  -0.886
H  -5.667  -1.149  0.042
C  0.717  -3.192  0.884
N  4.227  0.424  0.999
C  0.912  -2.141  -0.003
H  0.327  -1.258  -1.859
C  -1.751  2.110  -0.292
C  0.287  0.598  0.889
C  -2.069  0.918  0.381
C  5.641  2.187  0.238
H  5.616  2.585  -1.873
H  1.313  -3.248  1.783
H  -0.219  3.366  -0.839
O  1.760  2.277  0.059
H  -3.611  -0.432  0.962
C  3.823  0.232  -0.251
H  2.277  0.399  1.672
C  0.164  -2.073  -1.170
C  4.312  0.974  -1.322
H  -7.208  -0.318  0.367
O  -5.723  0.917  -0.148
C  -4.071  2.429  -0.813
C  0.633  1.831  0.186
C  -6.128  -0.267  0.497
H  3.964  0.758  -2.319
C  5.228  1.978  -1.067
H  -1.707  -4.858  -0.775
H  -1.234  -0.743  1.479
H  -5.892  -0.243  1.565
H  6.354  2.960  0.483
N  -0.442  2.507  -0.349
O  3.024  -1.559  -1.557
N  1.856  -1.124  0.319
C  5.113  1.376  1.230
H  -4.870  2.994  -1.265
C  -0.774  -3.052  -1.446
H  -2.528  3.776  -1.402
H  -0.370  -4.984  1.295
C  2.866  -0.880  -0.556
C  1.436  -0.234  1.392
C  -3.401  0.490  0.444
C  -0.225  -4.165  0.605
H  -1.353  -2.997  -2.355
H  1.125  -0.839  2.248
C  -0.973  -4.095  -0.558

Atom charges from the Löwdin analysis, given in e for atoms 1 to 4: atom 1 (H): 0.11, atom 2 (C): -0.28, atom 3 (C): 0.05, atom 4 (C): -0.01

4.
# C7H10O

A structure of composition C7H10O in a non-equilibrium geometry (the ωB97M-V functional and the def2-TZVPD basis, the Open Molecules 2025 dataset).

## Properties
HOMO-LUMO gap, eV: 9.86
E_HOMO, eV: -8.83
Electronic energy, eV: -9465.19459
Relative energy (zero: lowest compared OMol25 entry of this formula, charge and spin), kcal/mol: 77.6
Charge: 0

Positions of all 18 atoms, in Å:
H  -1.550  -0.461  -2.954
H  0.551  0.388  3.089
C  0.712  -0.097  -2.180
C  -0.170  0.181  2.204
H  -1.156  0.250  2.739
H  -0.032  -1.977  1.325
C  0.354  -0.908  1.252
H  0.934  1.623  1.120
H  1.282  -1.050  -2.438
H  -0.668  1.899  0.720
H  1.081  0.826  -2.829
C  -0.038  1.073  1.039
H  -2.074  -0.410  -0.297
H  1.438  -1.213  1.284
C  -1.089  -0.142  -0.939
O  1.109  0.222  -0.943
C  0.089  0.021  -0.006
C  -0.773  -0.226  -2.186

Atom charges from the Löwdin analysis, given in e for atoms 1 to 4: atom 1 (H): 0.13, atom 2 (H): 0.13, atom 3 (C): -0.26, atom 4 (C): -0.18

5.
# C3HBr3N2

The molecule C3HBr3N2 in a non-equilibrium geometry (the ωB97M-V functional and the def2-TZVPD basis, the Open Molecules 2025 dataset).

## Properties
HOMO-LUMO gap (spin up / spin down), eV: 8.08 / 7.41
E_HOMO (spin up / spin down), eV: -10.87 / -10.73
Electronic energy, eV: -216230.33988
Relative energy (zero: lowest compared OMol25 entry of this formula, charge and spin), kcal/mol: 62.4
Charge: 0

Positions of all 9 atoms, in Å:
C  -1.276  0.242  0.425
Br  -0.017  -2.064  -0.614
Br  2.874  0.007  -0.899
Br  -2.767  0.032  -0.873
H  0.157  0.402  -1.264
N  1.412  0.669  1.587
C  -0.012  -0.161  -0.371
N  -1.494  0.539  1.532
C  1.122  0.333  0.477

Atom charges from the Löwdin analysis, given in e for atoms 1 to 4: atom 1 (C): -0.88, atom 2 (Br): 0.75, atom 3 (Br): 0.46, atom 4 (Br): 0.67

6.
# C6H10N

A cluster of 2 separate species, C6H10N in total in a non-equilibrium geometry (the ωB97M-V functional and the def2-TZVPD basis, the Open Molecules 2025 dataset).

## Properties
HOMO-LUMO gap (spin up / spin down), eV: 7.28 / 6.74
E_HOMO (spin up / spin down), eV: -12.85 / -12.48
Electronic energy, eV: -7858.71311
Relative energy (zero: lowest compared OMol25 entry of this formula, charge and spin), kcal/mol: 176.1
Charge: +1

Positions of all 17 atoms, in Å:
C  1.156  0.788  0.711
C  -1.233  -0.982  0.317
H  3.106  2.205  3.061
C  3.109  1.753  2.075
H  -0.941  -0.379  -1.995
C  -2.359  -0.441  -0.577
C  2.092  1.202  1.434
C  0.119  -0.860  -0.248
H  0.719  0.153  -1.846
H  -1.320  -2.095  0.332
H  -1.978  0.501  -0.941
N  0.047  -0.574  -1.653
H  0.756  -1.337  -2.066
H  3.874  2.216  1.399
H  -3.233  -0.262  0.025
H  -1.384  -0.622  1.303
H  -2.530  -1.267  -1.331

Atom charges from the Löwdin analysis, given in e for atoms 1 to 4: atom 1 (C): 0.16, atom 2 (C): -0.28, atom 3 (H): 0.09, atom 4 (C): 0.12

- Among the records above, which one has the highest electronic energy?
  C6H10N